# C28H73Cl2N11O7P2

A 8-piece molecular cluster, C28H73Cl2N11O7P2 overall in a non-equilibrium geometry (ωB97M-V/def2-TZVPD, the OMol25 dataset).

```
123
Properties=species:S:1:pos:R:3:forces:R:3
C -2.354 0.768 -0.814 -0.23 -0.17 0.00
Cl -1.625 2.015 0.251 -0.31 -0.26 -0.64
Cl -3.241 1.422 -2.277 0.75 -0.30 1.02
H -1.592 0.041 -1.117 0.04 0.56 -0.07
H -3.078 0.252 -0.192 -0.23 0.13 -0.14
C -0.421 -4.873 -0.729 -2.65 0.33 1.06
O 0.538 -5.370 -0.256 2.73 -1.59 1.80
N -1.604 -4.680 -0.038 0.10 0.49 -0.86
C -1.772 -5.014 1.347 -0.49 0.50 0.78
C -2.768 -4.091 -0.657 -0.61 -0.37 -2.51
H -0.326 -4.609 -1.739 -1.03 0.98 -1.91
H -2.722 -5.563 1.354 0.06 0.04 0.58
H -1.894 -4.062 1.977 0.38 -1.46 -0.66
H -0.992 -5.695 1.711 -0.05 0.55 -0.09
H -3.013 -3.053 -0.401 0.52 -0.05 0.23
H -2.543 -4.147 -1.770 -0.51 0.45 1.14
H -3.764 -4.635 -0.547 1.49 0.05 0.29
C 2.582 4.472 1.699 2.37 -0.38 -1.28
O 3.720 4.214 1.253 -1.78 0.21 1.38
N 2.000 4.082 2.831 1.12 -1.68 1.49
C 0.634 4.321 3.044 -2.09 1.73 0.70
C 2.689 3.257 3.872 -0.28 1.36 -1.56
H 1.922 5.108 1.132 -0.52 0.41 -0.53
H 0.462 5.172 3.761 0.17 -0.91 -0.16
H 0.009 3.471 3.354 0.59 -0.04 0.11
H 0.197 4.694 2.135 -0.26 0.05 -0.57
H 2.314 2.241 3.832 0.42 -0.27 -0.19
H 3.730 3.423 3.614 0.30 -0.75 0.37
H 2.460 3.648 4.853 -0.05 0.30 0.22
C -6.405 -1.377 0.485 -0.35 0.52 -1.55
O -5.383 -1.230 1.108 0.66 0.00 0.79
N -7.083 -2.526 0.331 -0.21 -0.97 0.39
C -8.373 -2.547 -0.336 -0.20 -0.27 1.01
C -6.724 -3.634 1.223 -1.80 0.90 0.76
H -6.816 -0.557 -0.143 -0.06 -0.10 0.22
H -9.182 -2.253 0.370 0.32 -0.02 -0.68
H -8.616 -3.530 -0.737 0.25 -0.21 0.29
H -8.293 -1.933 -1.200 -0.33 0.93 -0.53
H -5.667 -3.539 1.367 0.57 -0.62 0.12
H -7.234 -3.441 2.228 0.66 -0.50 -1.07
H -7.122 -4.573 0.802 0.63 0.34 0.22
C 0.212 1.005 5.017 -2.29 1.13 0.83
O -0.688 1.832 5.284 1.54 -1.05 -0.77
N 0.692 0.132 5.894 0.42 -0.58 1.39
C 1.680 -0.851 5.557 -0.71 -1.53 -0.47
C 0.158 -0.085 7.239 0.48 -0.71 0.02
H 0.626 0.847 4.019 0.12 0.26 -0.30
H 2.510 -0.851 6.239 0.68 0.47 0.04
H 1.930 -0.803 4.511 0.59 0.47 -0.36
H 1.268 -1.877 5.635 -0.25 0.43 0.15
H -0.673 0.527 7.470 -0.90 0.77 -0.24
H -0.160 -1.141 7.267 0.11 0.35 0.20
H 0.884 0.098 8.055 0.06 -0.16 -0.66
C -2.022 -1.636 4.782 0.49 -2.04 -0.29
O -1.147 -2.506 4.827 -0.14 0.36 0.72
N -2.275 -0.978 3.662 -1.61 3.14 0.38
C -3.206 0.176 3.611 0.17 0.45 -1.66
C -1.594 -1.164 2.432 0.55 -2.61 -0.77
H -2.772 -1.540 5.594 0.40 0.60 -0.13
H -2.745 1.108 3.127 -0.13 -1.42 0.82
H -3.636 0.496 4.541 0.16 -0.25 0.73
H -4.026 -0.098 2.938 -0.01 0.02 0.09
H -2.323 -1.474 1.658 0.11 0.05 0.27
H -1.146 -0.277 2.025 0.65 0.41 0.20
H -0.890 -2.042 2.566 -0.51 1.41 -0.35
O 0.232 -1.063 -0.060 1.75 -0.72 -0.16
P 1.729 -1.304 -0.091 -0.20 0.21 -0.12
N 2.313 -2.049 1.292 -2.03 -2.12 0.01
C 1.550 -3.289 1.756 0.95 1.16 -0.97
C 3.565 -1.862 1.937 0.69 0.51 0.05
N 2.516 0.162 -0.136 -0.15 -0.53 -0.27
C 3.751 0.476 -0.832 0.99 -1.20 0.65
C 2.032 1.233 0.712 -2.25 0.64 0.09
N 2.323 -2.214 -1.397 -0.02 0.90 0.66
C 2.097 -1.590 -2.717 -0.37 -1.59 -0.13
C 3.142 -3.450 -1.229 -0.56 1.18 0.10
H 0.841 -3.568 0.985 -0.38 0.29 0.42
H 1.151 -3.100 2.725 -0.89 0.32 0.67
H 2.140 -4.188 1.894 0.85 0.01 -0.32
H 3.943 -0.873 1.686 0.15 0.07 0.15
H 4.342 -2.591 1.684 -0.02 -0.18 -0.35
H 3.462 -1.947 3.019 -0.18 0.19 0.16
H 4.080 -0.296 -1.581 -0.40 0.50 1.12
H 3.597 1.353 -1.402 0.06 1.13 -0.58
H 4.544 0.665 -0.048 -0.40 -0.18 -1.03
H 1.502 0.837 1.614 0.66 0.06 -0.43
H 2.842 1.900 1.004 0.05 -0.10 0.02
H 1.185 1.861 0.235 1.46 -0.79 0.34
H 2.968 -1.229 -3.268 0.24 -0.16 0.32
H 1.559 -2.321 -3.338 0.25 0.08 -0.16
H 1.419 -0.766 -2.631 -0.27 0.59 0.30
H 2.706 -4.308 -1.743 -0.19 0.08 0.07
H 3.160 -3.631 -0.148 0.19 -0.28 -0.50
H 4.160 -3.313 -1.603 0.01 0.13 0.05
O 2.817 1.412 -4.384 -0.74 0.77 -0.76
P 1.844 2.392 -4.970 0.58 0.28 1.83
N 1.136 1.869 -6.376 0.71 -0.61 0.80
C 0.736 2.706 -7.432 -0.91 1.84 -1.01
C 0.849 0.419 -6.529 0.21 1.19 -1.03
N 2.395 3.994 -5.289 -0.95 -0.45 0.64
C 2.769 4.888 -4.134 -0.50 -0.29 -0.60
C 3.401 4.094 -6.299 2.58 1.53 0.67
N 0.659 2.705 -3.831 1.24 -0.94 -0.11
C -0.368 3.612 -4.183 -1.69 0.61 -1.11
C 0.843 2.290 -2.445 0.01 0.44 0.26
H 0.878 3.793 -7.266 0.01 -0.68 0.52
H -0.330 2.605 -7.641 -0.19 -0.18 -0.09
H 1.263 2.559 -8.361 0.35 -0.60 -0.50
H 1.180 -0.059 -5.646 -0.03 -0.62 1.04
H 1.476 -0.012 -7.332 -0.44 0.26 0.05
H -0.229 0.261 -6.741 0.62 0.03 0.20
H 3.611 4.442 -3.670 0.97 -0.29 0.81
H 3.067 5.879 -4.465 0.19 -0.08 -0.77
H 2.046 5.166 -3.365 -0.60 -0.96 -0.29
H 3.512 5.170 -6.553 0.02 -0.49 0.02
H 4.442 3.768 -5.933 -1.29 0.23 -0.45
H 3.204 3.609 -7.217 -0.49 -0.87 -0.74
H -0.503 4.496 -3.526 0.31 -0.52 -0.01
H -0.163 4.010 -5.195 -0.05 -0.03 0.53
H -1.356 3.113 -4.290 0.32 0.23 0.34
H 0.309 3.038 -1.866 -0.14 -0.04 0.38
H 1.902 2.384 -2.161 -0.38 -0.33 -0.11
H 0.451 1.290 -2.150 0.26 0.51 -0.45
```
Forces are in eV/Å.

ΔE to the lowest compared entry with this formula, charge and spin: 0.0 kcal per mole
F_max: 3.64 eV/A

Löwdin population analysis, charges in e, atoms 1 to 4: C -0.936; Cl 0.529; Cl 0.463; H 0.004